[1]
45
Properties=species:S:1:pos:R:3 method="wB97M-V/def2-TZVPD" homo_ev=-8.688 lumo_energy_ev=-1.9046 e_tot_ev=-50666.7701 multiplicity=1
S -2.298 5.787 -3.072
F 2.741 3.461 -3.347
F -4.057 4.064 -1.186
F 2.395 3.104 -0.122
O -2.500 2.565 1.100
O 0.783 4.968 -1.714
O 0.429 -0.354 -0.217
O 3.385 1.241 -1.108
O 1.189 2.107 -4.391
N 1.283 1.796 -2.050
C 0.352 -1.198 0.944
C -0.131 4.111 -1.691
C 0.174 -2.924 3.575
C 0.114 2.518 -1.472
C 0.532 -0.557 2.374
C 0.015 -3.548 2.149
C -0.875 0.261 -0.369
C -1.692 4.519 -1.879
C -0.795 -2.764 -1.751
C 0.096 -2.727 0.805
C 1.374 -4.172 -0.946
C 1.718 2.444 -3.312
C -2.659 3.819 -1.085
C 0.655 -0.746 5.162
C -0.849 1.824 -0.696
C 0.448 -1.393 3.710
C -0.064 -3.552 -0.558
C -2.068 2.700 -0.070
C 2.411 2.033 -1.072
H 0.925 0.372 5.004
H 2.122 -3.415 -1.365
H -0.992 -3.458 -2.661
H 0.755 0.568 2.512
H 0.102 -3.658 4.462
H -1.462 0.148 0.628
H -0.743 -4.462 -0.307
H -1.812 -2.312 -1.477
H 1.230 -5.096 -1.634
H -0.160 -4.682 2.076
H -3.680 5.529 -3.188
H -1.546 -0.237 -1.167
H -0.055 -1.966 -2.143
H -0.218 -0.897 5.882
H 1.608 -1.218 5.631
H 1.820 -4.601 0.037

[2]
16
Properties=species:S:1:pos:R:3 method="wB97M-V/def2-TZVPD" homo_ev=-8.726 lumo_energy_ev=-0.9377 e_tot_ev=-11238.8454 multiplicity=1
O -3.099 -0.181 -0.035
N -0.935 1.146 0.314
N 0.414 -0.732 -0.097
N 2.897 -0.888 0.085
N -1.832 -0.854 -0.157
C 1.720 -0.241 -0.206
C -0.759 -0.216 0.063
C 1.904 1.281 -0.164
H 1.593 1.580 0.852
H 2.558 -1.945 0.585
H 2.941 1.969 -0.397
H -0.010 1.916 0.724
H -2.799 0.811 0.371
H 0.855 1.715 -0.599
H -1.738 1.578 -0.972
H 0.398 -1.819 0.539

[3]
95
Properties=species:S:1:pos:R:3 method="wB97M-V/def2-TZVPD" homo_ev="-0.096 / -0.201" charge=-2 lumo_energy_ev="4.1329 / 4.1329" e_tot_ev=-153470.6191 multiplicity=2
Ge -1.444 2.794 -0.723
Mn 1.696 -1.186 0.290
P 0.725 -1.140 2.339
O 2.592 1.526 -1.586
O 0.940 0.730 -0.268
N 3.883 -3.154 -0.373
N 2.737 -3.041 0.329
N 4.600 -0.771 -0.312
N 2.003 -1.439 -1.761
N 3.603 -0.383 0.496
N 3.245 -1.646 -2.234
N 0.141 -2.239 0.872
C -1.937 1.190 -3.129
C -1.825 1.181 -1.740
C -2.641 5.483 -0.876
C -1.529 -4.905 -1.026
C -1.283 3.135 2.186
C -3.226 1.958 1.439
C 5.379 0.932 0.850
C 2.477 -4.240 0.825
C -1.512 -3.883 1.550
C 1.380 0.173 3.708
C -2.267 0.031 -3.822
C -1.720 3.029 3.500
C -2.003 -0.026 -1.064
C 4.054 0.647 1.200
C 1.707 1.639 -0.732
C -0.983 -0.511 2.648
C 3.480 -5.153 0.462
C 4.352 -4.412 -0.307
C -3.745 3.913 -2.288
C -2.346 -4.933 1.217
C 5.680 -0.002 -0.122
C 0.288 3.707 -0.815
C -4.535 6.185 -2.180
C -3.670 1.853 2.748
C -4.642 4.898 -2.686
C -2.914 2.384 3.784
C -0.643 -3.250 0.585
C 1.991 -1.160 -3.980
C -2.348 -1.183 -1.748
C -3.531 6.474 -1.266
C -0.695 -3.851 -0.728
C -2.718 4.184 -1.383
C 3.269 -1.480 -3.566
C 1.477 3.031 -0.132
C 1.239 -1.138 -2.797
C -2.388 -5.469 -0.072
C 1.004 -2.511 3.544
C -2.487 -1.152 -3.130
C -2.018 2.587 1.136
B 4.369 -1.978 -1.234
H 3.541 -6.201 0.705
H -1.877 5.729 -0.146
H -1.113 3.429 4.304
H 0.512 3.866 -1.874
H 4.190 -1.601 -4.112
H -1.827 -0.088 0.003
H -5.430 4.655 -3.391
H -1.761 2.105 -3.685
H 5.255 -4.684 -0.829
H 2.378 3.624 -0.296
H 1.569 -4.400 1.380
H 5.390 -2.260 -1.818
H 0.913 0.083 4.701
H -2.450 -2.113 -1.205
H -1.025 0.518 2.289
H 6.017 1.709 1.235
H -3.818 1.519 0.645
H -2.336 0.051 -4.904
H -2.730 -2.062 -3.667
H 0.274 -2.454 4.360
H -2.986 -5.354 1.990
H -1.192 -0.489 3.722
H -0.334 3.620 1.986
H 2.001 -2.405 3.976
H -3.247 2.280 4.810
H 1.305 2.928 0.941
H -3.855 2.910 -2.684
H -3.444 7.472 -0.852
H 0.911 -3.487 3.073
H 3.399 1.120 1.915
H -5.233 6.955 -2.488
H -1.511 -3.497 2.564
H -1.517 -5.307 -2.037
H 2.463 0.049 3.830
H 0.200 -0.904 -2.639
H 0.099 4.698 -0.388
H 6.579 -0.175 -0.692
H -3.043 -6.296 -0.320
H 1.655 -0.951 -4.982
H 1.190 1.188 3.334
H -1.738 -1.110 2.140
H -0.039 -3.437 -1.487
H -4.597 1.334 2.962

[4]
62
Properties=species:S:1:pos:R:3 method="wB97M-V/def2-TZVPD" homo_ev=-9.147 lumo_energy_ev=-0.0062 e_tot_ev=-40070.6427 multiplicity=1
O -2.700 3.141 -1.337
O -3.796 -0.558 4.202
O 1.448 0.553 3.337
O -4.852 1.703 0.667
O 2.765 2.126 0.508
O 2.630 -1.063 -2.823
O 1.464 -3.975 -1.945
O -2.602 1.644 2.148
O 3.008 1.673 -2.189
O 0.760 -0.268 -5.082
O 0.190 2.539 2.128
O -0.513 -3.125 4.391
O 2.698 -0.798 1.448
O 0.126 -0.103 1.139
O -0.419 2.246 -1.632
O 4.293 -1.041 -0.897
O -2.285 -0.566 -3.317
N -1.824 -1.919 1.550
C 0.486 -0.623 -1.188
C -0.564 -0.424 -0.073
C -1.444 -1.676 0.198
H 2.882 1.919 -1.353
H -3.005 -0.024 3.829
H 2.210 -1.371 0.729
H -0.457 2.675 2.838
H -2.882 4.116 -1.302
H -1.991 -1.403 -3.790
H 1.137 -0.228 1.204
H 3.352 -0.477 0.896
H 3.377 2.406 -2.544
H 4.574 -1.077 -1.801
H -1.192 -1.573 2.264
H -2.391 -1.467 -0.272
H 2.078 -4.771 -1.803
H -2.571 -1.018 -2.518
H 2.732 3.124 0.421
H 3.326 -0.888 -3.392
H -3.399 2.746 -0.813
H -0.919 -2.353 4.230
H 1.862 1.932 0.821
H 0.250 1.546 1.999
H 0.543 -1.645 -1.647
H 1.703 -0.568 -0.998
H 2.095 -3.254 -1.932
H 0.018 0.070 -4.588
H -0.119 -3.306 3.490
H -1.196 0.569 -0.116
H -1.045 1.767 -2.160
H -3.784 -1.468 3.863
H 0.100 0.070 -1.925
H -1.736 1.412 1.819
H -4.066 1.419 1.209
H -2.764 -1.669 1.915
H -2.689 2.517 2.024
H -5.509 1.021 0.901
H 1.785 1.430 3.413
H -0.994 2.827 -1.086
H 4.999 -0.801 -0.452
H 2.188 0.057 2.962
H 1.097 -1.027 -4.689
H 2.346 -0.193 -2.603
H -0.816 -2.531 -0.276

[5]
8
Properties=species:S:1:pos:R:3 method="wB97M-V/def2-TZVPD" homo_ev=-11.204 lumo_energy_ev=0.7811 e_tot_ev=-28194.0275 multiplicity=1
Cl -2.991 0.120 0.959
Cl -0.201 0.950 0.265
O 3.363 -0.785 0.193
C -1.862 0.630 -0.327
H 2.393 -0.743 0.036
H 3.492 -1.596 0.735
H -2.359 1.540 -0.716
H -1.835 -0.115 -1.145

[6]
43
Properties=species:S:1:pos:R:3 method="wB97M-V/def2-TZVPD" homo_ev=-11.363 charge=+1 lumo_energy_ev=-3.5244 e_tot_ev=-21445.0801 multiplicity=1
N -0.255 -1.225 1.888
N 0.721 0.891 1.797
N 0.978 4.068 2.877
C 0.963 -1.969 1.946
C 1.453 5.446 3.035
C 1.085 3.400 1.750
C -1.525 -1.900 1.965
C 3.559 5.250 -0.416
C 2.013 0.291 2.045
C 1.083 3.951 -0.668
C -2.554 -0.770 1.852
C 2.999 4.616 0.687
C 2.879 5.257 -1.644
C 1.739 3.975 0.589
C 0.164 3.585 3.998
C -1.776 0.548 1.739
C 1.648 4.604 -1.763
C -0.315 0.107 1.804
C 2.118 -1.111 1.487
H 2.533 5.483 3.223
H -1.634 -2.467 2.900
H 0.477 4.147 4.883
H -3.180 -0.932 0.970
H -1.630 -2.641 1.160
H 3.537 4.603 1.642
H 0.481 2.465 1.670
H 0.121 3.439 -0.740
H -2.030 1.247 2.550
H 2.229 0.243 3.126
H 2.128 -1.073 0.396
H 1.114 4.623 -2.717
H -3.212 -0.778 2.728
H 0.316 2.512 4.156
H 0.937 5.860 3.906
H 1.222 6.045 2.148
H -0.906 3.778 3.812
H 0.856 -2.866 1.328
H 3.056 -1.568 1.800
H 4.518 5.760 -0.311
H 1.146 -2.302 2.974
H -1.982 1.066 0.790
H 2.762 0.939 1.576
H 3.292 5.813 -2.483

Energy above the lowest of the compared OMol25 structures with the same formula, charge and spin values (in kJ/mol) by entry order: 935.6; 1039.9; 0.0; 503.4; 13.3; 169.3.